Run one
A structure of composition CH13NO4. Source: the OMol25 dataset; level of theory: ωB97M-V with the def2-TZVPD basis set.

```
19
Properties=species:S:1:pos:R:3:lowdin_charge:R:1
H 1.618 -0.223 0.719 -0.032
O 2.588 -0.289 0.018 -0.276
N 0.454 -0.217 1.130 0.017
H 2.983 0.584 0.326 0.035
H 0.108 -1.065 1.345 0.078
H 0.150 0.155 0.211 0.078
C 0.264 0.834 2.167 -0.087
H -0.624 1.620 1.888 0.107
H -0.232 0.438 3.030 0.060
H 1.162 1.492 2.268 0.091
O -1.161 1.164 -0.716 -0.059
H -0.395 1.299 -1.295 0.067
H -1.451 1.994 -0.298 0.070
O 1.295 -0.721 -2.433 -0.210
H 1.825 -0.595 -1.489 0.040
H 1.251 -1.745 -2.544 0.063
O -3.376 -0.976 -0.042 -0.065
H -3.217 -0.413 0.764 0.052
H -2.711 -0.448 -0.457 -0.028
```

Computed properties:
LUMO level   0.03 eV
HOMO energy   -9.90 eV
Net charge   0
Kohn-Sham gap   9.93 eV

Run two
A cluster of 6 separate species, CH13NO4 in total. Source: the OMol25 dataset; level of theory: ωB97M-V with the def2-TZVPD basis set.

```
19
Properties=species:S:1:pos:R:3:lowdin_charge:R:1
C 0.477 -1.269 0.568 -0.182
N 0.171 -1.027 -0.853 -0.042
H 0.789 -0.323 1.076 0.032
H -0.433 -1.587 1.074 0.083
H 1.263 -2.006 0.710 0.066
H 0.902 -0.414 -1.214 0.020
H -0.702 -0.522 -0.980 -0.005
H 4.285 0.027 1.094 0.050
H 3.584 0.532 -0.019 -0.038
O 4.532 0.326 0.198 -0.050
H 2.085 0.703 0.193 0.366
H -0.118 1.928 0.049 -0.001
O -0.847 1.966 0.669 -0.065
H -2.845 -0.149 -0.402 -0.036
H -2.390 0.196 -2.153 0.036
O -2.068 0.651 -1.359 -0.186
H -1.651 1.669 0.230 -0.006
H -3.789 0.000 0.749 0.036
O -3.244 -0.701 0.371 -0.077
```

Computed properties:
LUMO level   -6.69 eV
HOMO energy   -9.57 eV
Net charge   0
Kohn-Sham gap   2.88 eV

Quick one: least stable of them? run two

Run one
A cluster of 5 separate species, CH13NO4 in total. Source: the OMol25 dataset; level of theory: ωB97M-V with the def2-TZVPD basis set.

```
19
Properties=species:S:1:pos:R:3:lowdin_charge:R:1
C 0.119 -1.177 1.119 -0.128
N -1.009 -1.241 0.063 -0.067
H 1.043 -0.752 0.684 0.047
H -0.163 -0.489 1.949 0.056
H 0.269 -2.253 1.497 0.094
H -1.406 -0.297 -0.058 0.038
H -1.689 -1.865 0.419 0.048
O 0.168 -2.322 -2.325 -0.133
H -0.320 -1.775 -1.647 -0.016
H 0.241 -1.725 -3.111 0.038
O 2.357 0.608 -1.743 -0.055
H 2.551 -0.191 -2.182 0.002
H 1.496 0.400 -1.311 0.030
O -2.494 1.243 0.877 -0.062
H -2.790 1.614 1.753 0.083
H -1.923 1.881 0.488 0.014
O 0.788 2.443 2.058 -0.085
H 0.745 3.204 1.435 0.049
H 1.739 2.229 1.986 0.048
```

Computed properties:
Structure (SMILES)   CN.O.O.O.O
LUMO level   0.24 eV
HOMO energy   -9.64 eV
Net charge   0
Kohn-Sham gap   9.88 eV

Run two
A cluster of 5 separate species, CH13NO4 in total. Source: the OMol25 dataset; level of theory: ωB97M-V with the def2-TZVPD basis set.

```
19
Properties=species:S:1:pos:R:3:lowdin_charge:R:1
C -1.220 0.513 1.522 -0.196
N -0.811 -0.857 1.537 -0.062
H -0.426 1.284 1.612 0.071
H -1.955 0.865 2.325 0.094
H -1.735 0.749 0.579 0.066
H 0.182 -0.848 1.528 0.029
H -1.067 -1.350 2.393 0.095
O -1.382 -1.554 -1.133 -0.107
H -1.313 -1.385 -0.127 0.033
H -0.739 -2.214 -1.418 0.047
O 0.481 0.081 -2.256 -0.098
H 0.244 0.532 -3.128 0.104
H -0.322 -0.407 -1.976 0.002
O 2.103 -0.599 0.629 -0.095
H 2.184 -0.666 -0.402 0.092
H 1.779 0.289 0.641 -0.040
O 1.437 1.840 -0.367 -0.074
H 0.870 1.255 -0.991 0.043
H 1.692 2.473 -0.968 -0.005
```

Computed properties:
Structure (SMILES)   CN.O.O.O.O
LUMO level   0.49 eV
HOMO energy   -9.94 eV
Net charge   0
Kohn-Sham gap   10.44 eV

Quick one: least stable of them? run one

Run one
A cluster of 2 separate species, C6H14N2O2 in total. Source: the OMol25 dataset; level of theory: ωB97M-V with the def2-TZVPD basis set.

```
24
Properties=species:S:1:pos:R:3:lowdin_charge:R:1
C -1.708 -1.946 -1.790 -0.127
N -1.225 -0.739 -1.183 0.007
C -0.993 0.312 -2.099 -0.524
C -0.314 1.511 -1.512 -0.008
O -1.510 0.264 -3.195 0.044
H -1.964 -1.809 -2.860 0.079
H -1.062 -2.829 -1.691 0.085
H -2.756 -2.248 -1.534 0.085
H -0.739 -0.940 -0.308 0.093
H -1.011 1.993 -0.822 0.077
H 0.525 1.267 -0.772 0.087
H -0.044 2.285 -2.242 0.086
C 2.909 0.928 1.633 -0.095
N 1.642 0.817 2.301 -0.020
C 0.742 -0.179 1.945 -0.547
C -0.671 -0.062 2.459 -0.005
O 1.106 -1.014 1.140 0.032
H 2.717 0.746 0.567 0.078
H 3.261 1.920 1.794 0.065
H 3.691 0.162 2.067 0.126
H 1.312 1.589 2.869 0.129
H -0.970 -0.997 2.991 0.104
H -0.877 0.697 3.201 0.064
H -1.309 0.312 1.641 0.083
```

Computed properties:
Structure (SMILES)   CNC(C)=O.CNC(C)=O
LUMO level   0.58 eV
HOMO energy   -9.28 eV
Net charge   0
Kohn-Sham gap   9.86 eV

Run two
A cluster of 2 separate species, C6H14N2O2 in total. Source: the OMol25 dataset; level of theory: ωB97M-V with the def2-TZVPD basis set.

```
24
Properties=species:S:1:pos:R:3:lowdin_charge:R:1
C -0.510 -0.665 -3.107 -0.095
N -0.255 -1.149 -1.778 -0.018
C -1.280 -1.548 -0.946 -0.558
C -0.882 -2.504 0.147 0.008
O -2.400 -1.097 -1.071 0.058
H -0.961 0.334 -3.080 0.084
H 0.393 -0.319 -3.616 0.084
H -1.169 -1.311 -3.683 0.090
H 0.541 -1.764 -1.698 0.117
H -0.884 -1.959 1.097 0.067
H -1.519 -3.366 0.187 0.086
H 0.209 -2.609 0.143 0.079
C 2.145 2.154 0.475 -0.093
N 0.928 1.424 0.757 0.002
C 0.335 1.716 1.968 -0.546
C -0.642 0.698 2.487 -0.001
O 0.721 2.649 2.645 0.052
H 2.493 2.065 -0.546 0.077
H 2.054 3.217 0.685 0.078
H 2.910 1.819 1.175 0.086
H 0.427 0.934 0.036 0.108
H -0.173 -0.211 2.865 0.084
H -1.281 1.115 3.253 0.083
H -1.198 0.378 1.606 0.065
```

Computed properties:
Structure (SMILES)   CNC(C)=O.CNC(C)=O
LUMO level   0.53 eV
HOMO energy   -9.58 eV
Net charge   0
Kohn-Sham gap   10.12 eV

Quick one: least stable of them? run one

Run one
A cluster of 2 separate species, C2H8NOS in total. Source: the OMol25 dataset; level of theory: ωB97M-V with the def2-TZVPD basis set.

```
13
Properties=species:S:1:pos:R:3:lowdin_charge:R:1
C -0.788 1.947 0.472 -0.691
S -0.137 1.274 2.059 0.081
H 0.060 2.098 -0.186 -0.023
H -1.313 2.885 0.616 -0.026
H -1.474 1.253 -0.035 -0.022
N -0.516 -1.353 -0.766 0.008
C 0.910 -1.135 -0.759 -0.396
O 1.500 -1.071 0.524 -0.147
H -0.679 -2.297 -0.426 0.059
H -0.937 -0.751 -0.060 0.021
H 1.148 -0.207 -1.292 0.098
H 1.384 -1.959 -1.287 0.095
H 0.843 -0.685 1.139 -0.058
```

Computed properties:
LUMO level   4.18 eV
HOMO energy   -2.55 eV
Net charge   -1
Kohn-Sham gap   6.72 eV

Run two
A cluster of 2 separate species, C2H8NOS in total. Source: the OMol25 dataset; level of theory: ωB97M-V with the def2-TZVPD basis set.

```
13
Properties=species:S:1:pos:R:3:lowdin_charge:R:1
C 0.788 2.412 1.636 -0.721
S 1.116 0.682 2.088 0.172
H 1.433 3.319 2.002 0.024
H -0.298 2.561 1.657 -0.031
H 0.880 2.407 0.464 0.009
N -1.287 -2.217 -0.787 -0.021
C -0.365 -1.482 -1.621 -0.322
O 0.410 -0.605 -0.640 -0.351
H -2.163 -1.809 -0.660 0.020
H -0.831 -2.376 0.129 0.086
H -0.653 -0.623 -2.303 0.101
H 0.288 -2.152 -2.283 0.093
H 0.680 -0.116 0.318 -0.060
```

Computed properties:
LUMO level   4.12 eV
HOMO energy   -2.82 eV
Net charge   -1
Kohn-Sham gap   6.95 eV

Quick one: least stable of them? run two

Run one
An isolated molecule of CH3N2PS. Source: the OMol25 dataset; level of theory: ωB97M-V with the def2-TZVPD basis set.

```
8
Properties=species:S:1:pos:R:3:lowdin_charge:R:1
N 3.587 0.606 0.440 0.071
C 2.547 0.425 -0.017 -0.524
P 0.952 0.117 -0.833 0.477
N 0.035 0.997 0.147 -0.284
S 0.806 -1.816 0.148 0.294
H 0.282 1.193 1.096 0.056
H -0.659 1.457 -0.433 0.040
H 1.306 -2.497 -1.041 -0.131
```

Computed properties:
Structure (SMILES)   N#CP(N)S
LUMO level   0.35 eV
HOMO energy   -9.51 eV
Net charge   0
Kohn-Sham gap   9.86 eV

Run two
An isolated molecule of CH3N2PS. Source: the OMol25 dataset; level of theory: ωB97M-V with the def2-TZVPD basis set.

```
8
Properties=species:S:1:pos:R:3:lowdin_charge:R:1
N -3.903 1.300 0.393 0.042
C -3.304 0.445 -0.042 -0.536
S -2.214 -1.211 -0.585 0.435
P -0.801 -0.607 0.908 0.439
N 0.041 0.457 -0.012 -0.350
H 0.191 -1.603 0.870 -0.091
H -0.547 1.173 -0.286 -0.026
H 0.982 0.712 0.439 0.087
```

Computed properties:
Structure (SMILES)   N#CSPN
LUMO level   -0.64 eV
HOMO energy   -8.93 eV
Net charge   0
Kohn-Sham gap   8.29 eV

Quick one: least stable of them? run two

Run one
The ion C8H9O2 with charge -1. Source: the OMol25 dataset; level of theory: ωB97M-V with the def2-TZVPD basis set.

```
19
Properties=species:S:1:pos:R:3:lowdin_charge:R:1
C 0.948 1.782 0.722 -0.008
C 0.030 0.722 0.011 -0.293
C 0.604 0.068 -1.304 -0.022
C 0.187 -0.731 -0.165 -0.422
C 1.083 -1.638 0.552 -0.039
C -1.296 -1.188 -0.326 -0.400
O -1.508 -2.418 -0.485 -0.066
C -2.182 -0.090 -0.174 0.006
C -1.428 1.112 0.018 -0.418
O -1.819 2.277 0.270 -0.060
H 1.825 1.689 0.191 0.026
H 0.922 1.541 1.763 0.060
H 0.376 2.764 0.634 0.089
H 1.690 0.241 -1.552 0.110
H 0.005 0.118 -2.215 0.106
H 0.822 -2.677 0.131 0.100
H 0.852 -1.939 1.579 0.078
H 2.130 -1.418 0.383 0.070
H -3.241 -0.216 -0.031 0.084
```

Computed properties:
Structure (SMILES)   C[C@@]12C[C@]1(C)C(=O)C=C2[O-]
LUMO level   3.76 eV
HOMO energy   -3.48 eV
Net charge   -1
Kohn-Sham gap   7.24 eV

Run two
A cluster of 2 separate species, C8H9O2 in total. Source: the OMol25 dataset; level of theory: ωB97M-V with the def2-TZVPD basis set.

```
19
Properties=species:S:1:pos:R:3:lowdin_charge:R:1
C 0.683 1.082 -0.098 -0.261
C 1.226 0.167 -1.093 -0.414
C -3.134 -1.033 -0.662 -0.049
C -3.463 -0.098 0.197 -0.050
C -0.555 1.517 -0.091 -0.164
C 1.501 0.921 1.083 -0.121
C 2.426 -0.573 -0.553 -0.117
C 2.489 -0.202 0.986 -0.256
O -1.521 2.229 0.248 -0.045
O 0.780 0.028 -2.215 0.025
H -2.204 -0.938 -1.041 -0.001
H -3.813 -1.806 -0.989 0.040
H -2.877 0.670 0.439 -0.038
H 1.250 1.066 2.130 0.064
H -4.463 -0.065 0.560 0.034
H 2.470 -1.595 -0.664 0.066
H 3.436 -0.190 -0.941 0.131
H 3.470 0.051 1.226 0.051
H 2.299 -1.230 1.481 0.105
```

Computed properties:
LUMO level (spin up / spin down)   4.02 / 3.99 eV
HOMO energy (spin up / spin down)   -1.52 / -1.77 eV
Net charge   -1
Kohn-Sham gap (spin up / spin down)   5.54 / 5.77 eV

Quick one: least stable of them? run two